i.
# C3H6N3O

An isolated ion of composition C3H6N3O and charge +1 (ωB97M-V with the def2-TZVPD basis set, OMol25).

Last column: natural (NBO) charge in e.
Element x y z (Å)
H -1.281 -0.424 2.083  0.36
N -0.637 -0.711 1.370  -0.37
N -0.308 0.172 0.527  0.02
C -0.819 1.523 0.840  -0.43
C 0.328 0.094 -0.662  -0.20
C 1.127 -0.957 -1.289  -0.05
N 1.317 -2.182 -1.109  0.37
O 1.481 -3.313 -0.929  0.00
H -1.941 1.404 0.501  0.25
H -0.567 1.752 1.946  0.26
H -0.514 2.178 0.156  0.22
H 0.453 1.012 -1.128  0.23
H 1.362 -0.547 -2.305  0.34

Total charge = +1
SMILES = [H]/N=[N+](C)/C=C\N=O
HOMO (alpha / beta) = -13.3 / -13.3 eV


ii.
# C3H6N3O

C3H6N3O as an isolated structure (ωB97M-V with the def2-TZVPD basis set, OMol25).

Last column: natural (NBO) charge in e.
Element x y z (Å)
C -0.970 0.970 0.428  0.79
C 0.589 -1.420 0.313  -0.58
C 0.645 0.078 -0.134  -0.26
N 2.401 1.534 0.647  0.29
N 1.680 0.780 0.361  0.15
N -1.530 1.683 -0.468  -0.82
O -1.272 0.642 1.488  -0.47
H -0.194 -1.773 -0.304  0.25
H 0.201 -1.389 1.306  0.25
H 1.581 -1.780 0.182  0.24
H 0.753 0.279 -1.183  0.26
H -1.270 2.096 -1.393  0.46
H -2.400 2.150 -0.101  0.45

Total charge = +1
HOMO = -15.1 eV


The energy of each structure relative to the most stable one, in kJ/mol, is as follows: i 463.6; ii 0.0.


i.
# C32H64O19S5

A 8-piece molecular cluster, C32H64O19S5 overall (ωB97M-V with the def2-TZVPD basis set, OMol25).

Last column: Löwdin charge in e.
Element x y z (Å)
O 1.638 2.590 -3.706  -0.32
S 1.022 1.916 -4.800  0.64
O 1.413 0.569 -5.075  -0.31
C -0.720 1.863 -4.443  -0.25
C -1.439 2.251 -5.748  -0.22
C -0.627 3.362 -6.462  -0.19
C 0.867 2.902 -6.365  -0.18
H -1.015 2.667 -3.769  0.08
H -0.969 0.970 -3.869  0.08
H -1.570 1.355 -6.353  0.12
H -2.417 2.657 -5.488  0.10
H -0.812 4.326 -5.988  0.11
H -1.034 3.414 -7.472  0.11
H 1.692 3.607 -6.469  0.10
H 0.928 2.082 -7.080  0.09
O 2.031 3.710 4.444  -0.35
S 3.326 3.393 3.848  0.72
O 4.256 4.498 3.503  -0.37
C 4.247 2.120 4.799  -0.19
C 3.950 0.754 4.085  -0.20
C 2.954 0.882 2.933  -0.23
C 3.056 2.296 2.344  -0.19
H 4.058 2.212 5.868  0.10
H 5.292 2.351 4.589  0.09
H 4.905 0.390 3.706  0.11
H 3.663 0.027 4.844  0.11
H 1.948 0.659 3.289  0.11
H 3.178 0.102 2.205  0.09
H 2.200 2.657 1.775  0.09
H 3.962 2.422 1.751  0.08
O -2.363 3.132 -1.663  -0.33
S -1.706 3.542 -0.446  0.77
O -1.679 2.648 0.783  -0.37
C 0.020 4.106 -0.740  -0.22
C 0.165 5.390 0.013  -0.23
C -1.147 6.181 -0.166  -0.22
C -2.299 5.246 0.159  -0.18
H 0.217 4.438 -1.760  0.11
H 0.657 3.240 -0.558  0.08
H 0.112 5.288 1.097  0.11
H 1.094 5.951 -0.092  0.13
H -1.248 6.398 -1.229  0.11
H -1.160 7.117 0.392  0.12
H -3.262 5.449 -0.309  0.10
H -2.468 4.993 1.206  0.09
O -2.070 -0.130 -0.953  -0.32
S -0.602 -0.059 -0.912  0.71
O 0.123 0.930 -1.700  -0.34
C -0.062 -0.134 0.844  -0.18
C 0.511 -1.551 1.192  -0.15
C 0.100 -2.518 0.002  -0.18
C 0.016 -1.710 -1.309  -0.22
H -0.825 0.417 1.394  0.08
H 0.826 0.492 0.759  0.06
H 1.596 -1.517 1.294  0.09
H 0.119 -1.968 2.119  0.09
H -0.914 -2.872 0.186  0.10
H 0.785 -3.366 0.005  0.11
H -0.672 -2.063 -2.077  0.10
H 0.994 -1.746 -1.790  0.10
O -7.519 0.271 -2.096  -0.36
S -6.698 1.332 -2.697  0.75
O -7.119 2.768 -2.671  -0.37
C -4.968 1.133 -2.181  -0.23
C -4.264 0.208 -3.188  -0.18
C -4.830 0.754 -4.570  -0.22
C -6.356 0.788 -4.476  -0.21
H -4.719 0.909 -1.144  0.09
H -4.581 2.148 -2.273  0.08
H -3.183 0.240 -3.331  0.08
H -4.565 -0.834 -3.077  0.12
H -4.603 0.134 -5.437  0.11
H -4.585 1.807 -4.712  0.10
H -6.792 -0.196 -4.646  0.10
H -6.968 1.468 -5.068  0.09
C 8.906 -0.087 -1.747  -0.05
C 7.858 0.465 -0.725  -0.20
O 6.543 0.312 -1.283  0.04
C 5.514 0.726 -0.557  -0.59
O 5.601 1.103 0.599  0.11
O 4.491 0.525 -1.348  0.04
C 3.093 0.615 -1.023  0.00
H 8.715 0.397 -2.704  0.07
H 8.812 -1.159 -1.921  0.07
H 9.867 0.244 -1.355  0.07
H 8.079 1.509 -0.501  0.12
H 8.012 -0.017 0.240  0.12
H 2.743 1.619 -1.259  0.09
H 2.816 0.340 -0.005  0.06
H 2.562 -0.072 -1.682  0.08
C -1.985 -3.677 3.725  -0.05
C -2.519 -2.615 4.738  -0.24
O -2.413 -1.332 4.201  0.01
C -3.500 -0.956 3.400  -0.49
O -4.481 -1.646 3.083  0.10
O -3.230 0.245 2.876  -0.01
C -4.077 0.801 1.898  -0.05
H -2.165 -4.683 4.105  0.07
H -0.919 -3.556 3.536  0.07
H -2.541 -3.653 2.788  0.07
H -1.847 -2.687 5.593  0.12
H -3.483 -2.906 5.154  0.12
H -4.069 0.125 1.043  0.09
H -3.802 1.841 1.719  0.08
H -5.089 0.868 2.297  0.10
C 2.077 -8.946 4.653  -0.06
C 0.566 -8.552 4.572  -0.19
O 0.397 -7.586 3.545  0.04
C -0.799 -7.245 3.159  -0.60
O -1.857 -7.803 3.495  0.09
O -0.599 -6.404 2.137  -0.01
C -1.777 -6.178 1.276  -0.01
H 2.252 -9.631 5.482  0.07
H 2.767 -8.118 4.820  0.07
H 2.412 -9.541 3.803  0.07
H 0.180 -8.192 5.525  0.13
H 0.089 -9.498 4.319  0.12
H -1.975 -6.950 0.532  0.10
H -1.676 -5.211 0.785  0.07
H -2.638 -6.090 1.939  0.08

SMILES = O=S1(=O)CCCC1.O=S1(=O)CCCC1.O=S1(=O)CCCC1.O=S1(=O)CCCC1.O=S1(=O)CCCC1.CCOC(=O)OC.CCOC(=O)OC.CCOC(=O)OC
HOMO = -9.9 eV


ii.
# C32H64O19S5

A 8-piece molecular cluster, C32H64O19S5 overall (ωB97M-V with the def2-TZVPD basis set, OMol25).

Last column: Löwdin charge in e.
Element x y z (Å)
O 5.267 0.345 3.707  -0.32
S 4.128 -0.516 3.506  0.68
O 4.277 -1.664 2.638  -0.33
C 3.437 -0.969 5.164  -0.18
C 2.085 -0.214 5.294  -0.21
C 1.876 0.860 4.228  -0.20
C 2.646 0.402 2.992  -0.23
H 4.180 -0.564 5.850  0.09
H 3.410 -2.052 5.218  0.10
H 1.345 -0.988 5.062  0.08
H 1.767 0.117 6.283  0.11
H 2.181 1.877 4.473  0.12
H 0.817 0.860 3.968  0.10
H 2.909 1.084 2.181  0.10
H 2.064 -0.313 2.403  0.09
O -3.115 -4.635 -2.693  -0.33
S -3.735 -5.483 -1.695  0.70
O -5.157 -5.811 -1.742  -0.33
C -2.815 -6.983 -1.142  -0.22
C -3.165 -7.169 0.323  -0.20
C -3.114 -5.736 0.936  -0.22
C -3.427 -4.668 -0.112  -0.24
H -1.805 -6.666 -1.405  0.10
H -3.180 -7.851 -1.689  0.10
H -4.252 -7.287 0.383  0.11
H -2.696 -7.977 0.871  0.11
H -2.172 -5.490 1.434  0.11
H -3.817 -5.568 1.756  0.11
H -2.523 -4.069 -0.220  0.07
H -4.218 -3.973 0.156  0.11
O 3.512 6.137 1.863  -0.33
S 2.101 5.826 1.912  0.70
O 1.305 5.922 3.110  -0.33
C 1.192 6.868 0.670  -0.20
C 0.613 5.907 -0.375  -0.23
C 0.478 4.490 0.207  -0.24
C 1.737 4.254 0.989  -0.20
H 1.778 7.675 0.236  0.10
H 0.327 7.351 1.127  0.10
H -0.247 6.308 -0.915  0.11
H 1.290 5.849 -1.238  0.11
H 0.226 3.762 -0.567  0.09
H -0.460 4.440 0.769  0.11
H 2.617 4.247 0.344  0.09
H 1.723 3.424 1.691  0.10
O -2.974 -2.999 4.242  -0.32
S -1.906 -2.089 4.601  0.68
O -0.754 -2.093 3.724  -0.33
C -2.470 -0.384 5.060  -0.17
C -1.946 -0.184 6.500  -0.23
C -1.939 -1.534 7.200  -0.21
C -1.231 -2.446 6.217  -0.24
H -3.546 -0.548 5.060  0.10
H -2.064 0.340 4.361  0.09
H -0.963 0.293 6.593  0.11
H -2.508 0.581 7.044  0.12
H -2.988 -1.813 7.331  0.12
H -1.458 -1.483 8.174  0.12
H -1.245 -3.520 6.398  0.11
H -0.175 -2.179 6.168  0.09
O -5.190 1.770 -2.173  -0.32
S -5.488 2.610 -1.032  0.70
O -6.826 3.082 -0.715  -0.33
C -4.631 1.866 0.403  -0.21
C -3.526 2.847 0.822  -0.21
C -3.017 3.412 -0.520  -0.22
C -4.318 3.995 -1.047  -0.25
H -4.270 0.938 -0.032  0.07
H -5.279 1.716 1.263  0.11
H -3.810 3.684 1.461  0.12
H -2.707 2.413 1.403  0.10
H -2.683 2.634 -1.213  0.12
H -2.214 4.147 -0.528  0.09
H -4.294 4.471 -2.030  0.11
H -4.635 4.809 -0.393  0.11
C 2.908 -4.599 -7.556  -0.07
C 1.922 -5.000 -6.485  -0.21
O 2.302 -4.604 -5.166  0.03
C 2.227 -3.325 -4.818  -0.61
O 1.782 -2.420 -5.497  0.11
O 2.692 -3.170 -3.607  0.03
C 2.725 -1.878 -3.020  -0.02
H 2.843 -3.560 -7.870  0.07
H 2.644 -5.227 -8.410  0.08
H 3.919 -4.850 -7.237  0.09
H 1.944 -6.088 -6.431  0.12
H 0.902 -4.647 -6.648  0.13
H 2.927 -1.111 -3.771  0.09
H 3.480 -1.713 -2.258  0.10
H 1.710 -1.709 -2.663  0.09
C -2.535 -1.103 1.153  -0.05
C -1.115 -1.581 0.788  -0.21
O -0.603 -1.103 -0.440  0.07
C 0.100 0.012 -0.377  -0.61
O 0.292 0.680 0.606  0.12
O 0.461 0.346 -1.608  0.00
C 1.531 1.286 -1.743  0.00
H -2.514 -0.237 1.816  0.06
H -3.230 -1.810 1.608  0.07
H -3.020 -0.909 0.192  0.08
H -1.272 -2.658 0.714  0.11
H -0.386 -1.464 1.582  0.09
H 1.703 1.365 -2.813  0.08
H 2.405 0.826 -1.276  0.11
H 1.303 2.233 -1.257  0.07
C 4.163 4.616 -3.123  -0.06
C 4.817 3.558 -3.958  -0.19
O 3.998 2.387 -4.184  0.03
C 3.119 2.378 -5.156  -0.59
O 3.098 3.137 -6.097  0.13
O 2.375 1.246 -5.009  -0.03
C 1.523 0.935 -6.099  -0.06
H 3.966 4.259 -2.106  0.07
H 3.254 4.993 -3.590  0.08
H 4.786 5.479 -2.882  0.09
H 5.711 3.082 -3.560  0.13
H 5.109 4.002 -4.911  0.12
H 1.120 1.720 -6.732  0.10
H 0.667 0.400 -5.674  0.09
H 1.911 0.124 -6.722  0.09

SMILES = O=S1(=O)CCCC1.O=S1(=O)CCCC1.O=S1(=O)CCCC1.O=S1(=O)CCCC1.O=S1(=O)CCCC1.CCOC(=O)OC.CCOC(=O)OC.CCOC(=O)OC
HOMO = -10.2 eV


The energy of each structure relative to the most stable one, in kJ/mol, is as follows: i 20.7; ii 0.0.